Record 1
Computed, not measured: a structure of composition C28H28ClIMoN7O7PSe2Te3, with wB97M-V/def2-TZVPD.

## Properties
net charge = 0
energy relative to the best compared isomer or geometry (same formula, charge and spin) = 68.7 kJ/mol
2S+1 = 3
LUMO energy (alpha / beta) = -0.412 / -1.936 eV
gap between HOMO and LUMO (alpha / beta) = 6.89 / 5.42 eV

Last column: Mulliken spin population.
Cartesian coordinates (Å):
Mo: 0.159 0.679 1.200  1.02
N: -0.135 -0.651 4.323  0.00
C: 0.690 0.455 4.303  -0.01
C: 1.089 0.951 5.552  0.00
C: 2.074 1.908 5.605  0.00
C: 2.666 2.339 4.422  -0.02
C: 2.178 1.846 3.240  0.00
N: 1.167 0.953 3.162  -0.02
C: -0.923 -1.311 3.395  0.03
C: -1.678 -2.381 3.898  0.00
C: -2.596 -3.000 3.090  0.01
C: -2.765 -2.529 1.792  0.00
C: -1.946 -1.519 1.365  0.04
N: -0.987 -0.941 2.118  -0.03
H: -0.324 -0.962 5.262  0.00
H: 0.635 0.561 6.451  0.00
H: 2.390 2.303 6.560  0.00
H: 3.471 3.058 4.409  0.00
H: 2.592 2.144 2.288  0.03
H: -1.535 -2.691 4.924  0.00
H: -3.183 -3.826 3.466  0.00
H: -3.493 -2.949 1.115  0.00
H: -2.034 -1.119 0.372  0.00
O: -5.168 3.386 0.942  0.00
C: -4.647 3.372 -0.274  0.00
O: -5.219 3.848 -1.220  0.00
C: -3.325 2.694 -0.446  0.00
C: -2.636 2.576 -1.639  0.00
Cl: -3.003 3.280 -3.136  0.00
N: -1.501 1.855 -1.432  0.00
N: -1.422 1.524 -0.125  0.00
C: -2.483 2.033 0.472  -0.01
C: -2.438 1.974 1.963  0.01
O: -3.399 2.294 2.652  0.01
O: -1.300 1.589 2.415  0.00
C: -0.460 1.591 -2.385  -0.03
C: 0.864 1.798 -2.035  0.06
C: 1.861 1.581 -2.972  -0.01
C: 1.540 1.157 -4.253  0.00
C: 0.212 0.947 -4.592  0.00
C: -0.793 1.160 -3.659  0.00
H: -4.588 2.956 1.631  0.00
H: 1.116 2.157 -1.044  0.02
H: 2.890 1.777 -2.694  -0.01
H: 2.319 1.001 -4.986  0.00
H: -0.054 0.614 -5.586  0.00
H: -1.823 0.980 -3.930  0.00
Se: 4.778 2.445 0.165  0.55
Te: 4.318 4.787 0.088  0.42
Te: 1.686 4.920 -0.598  0.02
Se: 0.585 3.536 1.141  0.01
I: 5.600 -2.563 2.224  0.00
C: 4.085 -1.508 1.334  0.00
C: 3.927 -1.224 -0.004  0.02
N: 2.771 -0.561 -0.121  0.00
N: 2.164 -0.392 1.061  -0.05
C: 2.952 -0.976 1.955  0.02
H: 4.532 -1.457 -0.861  0.00
H: 2.321 -0.221 -0.960  0.01
H: 2.682 -1.019 2.995  0.00
C: 1.357 -2.647 -4.571  0.00
C: 1.345 -3.065 -3.120  0.00
O: 1.047 -1.904 -2.319  0.00
P: 0.207 -2.080 -0.962  0.00
O: 0.122 -0.614 -0.509  -0.10
Te: 1.048 -3.750 0.433  0.00
O: -1.241 -2.559 -1.459  0.00
C: -1.988 -1.782 -2.412  0.00
C: -2.697 -2.727 -3.354  0.00
H: 1.562 -3.511 -5.203  0.00
H: 2.123 -1.895 -4.754  0.00
H: 0.393 -2.226 -4.859  0.00
H: 2.313 -3.449 -2.795  0.00
H: 0.602 -3.842 -2.929  0.00
H: -1.307 -1.122 -2.949  0.00
H: -2.704 -1.163 -1.859  0.00
H: -1.979 -3.284 -3.956  0.00
H: -3.352 -2.168 -4.024  0.00
H: -3.304 -3.440 -2.797  0.00


Record 2
Computed, not measured: a structure of composition C28H28FLuN8O2SSi, with wB97M-V/def2-TZVPD.

## Properties
net charge = 0
energy relative to the best compared isomer or geometry (same formula, charge and spin) = 0.0 kJ/mol
LUMO energy = -0.376 eV
gap between HOMO and LUMO = 7.37 eV

Last column: Löwdin charge in e.
Cartesian coordinates (Å):
Lu: 0.196 -0.853 0.541  1.52
O: 4.283 -1.415 -0.650  0.09
C: 3.181 -0.947 -0.587  -0.54
N: 2.529 -0.527 0.488  -0.02
C: 3.199 -0.243 1.728  -0.39
O: 4.396 -0.498 1.973  0.07
C: 2.368 0.546 2.681  -0.23
C: 2.951 1.101 3.832  0.00
C: 2.247 1.861 4.677  -0.06
C: 0.874 1.938 4.505  -0.05
C: 0.327 1.405 3.366  -0.10
N: 1.063 0.655 2.481  0.02
C: 2.380 -0.898 -1.871  -0.23
C: 3.155 -1.021 -3.025  0.02
C: 2.537 -0.975 -4.245  -0.05
C: 1.172 -0.810 -4.249  -0.04
C: 0.461 -0.696 -3.027  -0.10
N: 1.075 -0.718 -1.816  0.02
H: 4.002 0.925 3.886  0.12
H: 2.757 2.264 5.540  0.12
H: 0.252 2.580 5.120  0.11
H: -0.749 1.428 3.163  0.11
H: 4.273 -1.181 -2.969  0.15
H: 3.095 -1.035 -5.128  0.10
H: 0.595 -0.836 -5.130  0.09
H: -0.630 -0.493 -3.109  0.12
N: 3.144 -3.800 1.759  0.09
C: 1.904 -3.421 1.348  -0.81
S: 0.869 -2.528 2.561  0.49
N: 1.590 -3.773 0.122  0.01
N: 0.436 -3.168 -0.226  -0.16
C: -0.119 -3.561 -1.260  -0.10
C: -1.487 -2.986 -1.562  -0.26
C: -2.261 -3.647 -2.455  -0.03
C: -3.508 -3.111 -2.759  -0.03
C: -3.896 -1.977 -2.029  -0.05
C: -3.020 -1.360 -1.163  -0.13
N: -1.803 -1.823 -0.945  0.06
H: 3.538 -3.427 2.604  0.08
H: 3.814 -3.906 0.989  0.11
H: 0.270 -4.312 -1.888  0.11
H: -1.878 -4.559 -2.931  0.13
H: -4.230 -3.588 -3.390  0.10
H: -4.826 -1.434 -2.291  0.12
H: -3.404 -0.400 -0.769  0.12
C: -0.893 3.217 -2.070  -0.16
Si: -0.029 2.468 -0.498  0.40
C: -0.076 3.847 0.778  -0.17
C: 1.764 2.174 -0.948  -0.16
N: -0.893 1.068 0.049  -0.21
C: -2.138 1.227 0.638  -0.38
C: -3.070 2.260 0.506  -0.05
C: -4.317 2.325 1.196  -0.10
C: -4.665 1.364 2.051  -0.12
C: -3.812 0.246 2.155  -0.04
C: -2.638 0.256 1.537  -0.23
F: -1.873 -0.959 1.751  -0.12
H: -0.273 2.952 -2.901  0.00
H: -0.982 4.314 -1.910  0.04
H: -1.836 2.755 -2.272  0.00
H: 0.229 4.727 0.202  0.03
H: 0.555 3.586 1.695  0.05
H: -1.077 4.012 1.045  -0.01
H: 2.192 3.131 -1.190  0.03
H: 1.885 1.564 -1.872  0.03
H: 2.363 1.741 -0.151  0.01
H: -2.992 3.014 -0.238  0.08
H: -4.926 3.273 1.097  0.13
H: -5.548 1.283 2.682  0.11
H: -4.070 -0.618 2.777  0.13


Record 3
Computed, not measured: the molecule C28H28FN3O5S2, with wB97M-V/def2-TZVPD.

## Properties
net charge = 0
LUMO energy = -0.259 eV
gap between HOMO and LUMO = 8.35 eV
SMILES = O=C(NC1CCCCC1)[C@@H](c1ccc(F)cc1)N(Cc1cccs1)C(=O)CN1C(=O)c2ccccc2S1(=O)=O

Last column: Löwdin charge in e.
Cartesian coordinates (Å):
O: 1.698 3.078 -0.707  0.08
C: 1.153 2.070 -0.305  -0.43
N: 1.474 1.450 0.840  0.14
C: 2.515 1.955 1.716  -0.30
C: 3.628 0.919 1.902  -0.14
C: 3.177 -0.260 2.760  -0.20
C: 2.673 0.228 4.114  -0.20
C: 1.507 1.190 3.914  -0.20
C: 1.942 2.386 3.070  -0.14
C: -0.004 1.385 -1.061  -0.12
C: -0.250 1.883 -2.466  -0.17
C: 0.775 2.305 -3.303  -0.04
C: 0.513 2.649 -4.617  0.01
C: -0.783 2.556 -5.087  -0.27
F: -1.040 2.867 -6.375  0.06
C: -1.825 2.150 -4.274  0.00
C: -1.549 1.819 -2.961  -0.02
N: 0.202 -0.066 -1.081  0.00
C: 1.336 -0.536 -1.843  -0.14
C: 0.983 -0.782 -3.281  -0.51
C: -0.225 -1.083 -3.828  -0.13
C: -0.176 -1.211 -5.235  -0.17
C: 1.067 -1.011 -5.736  -0.40
S: 2.208 -0.655 -4.500  1.04
C: -0.752 -0.851 -0.560  -0.44
O: -1.789 -0.417 -0.085  0.08
C: -0.501 -2.369 -0.492  -0.05
N: -1.278 -2.823 0.633  -0.10
C: -2.658 -2.752 0.516  -0.44
O: -3.265 -3.010 -0.492  0.14
C: -3.258 -2.382 1.823  -0.12
C: -4.619 -2.332 2.091  0.02
C: -5.032 -1.901 3.342  -0.05
C: -4.109 -1.523 4.307  -0.05
C: -2.744 -1.571 4.041  -0.02
C: -2.350 -1.994 2.794  -0.19
S: -0.719 -2.235 2.134  0.77
O: 0.042 -1.036 1.914  -0.28
O: -0.035 -3.284 2.819  -0.25
H: 0.954 0.642 1.157  0.10
H: 2.920 2.834 1.202  0.14
H: 4.474 1.413 2.386  0.12
H: 3.962 0.569 0.923  0.11
H: 4.013 -0.950 2.898  0.11
H: 2.372 -0.804 2.264  0.09
H: 2.353 -0.625 4.715  0.11
H: 3.482 0.736 4.647  0.11
H: 1.141 1.544 4.880  0.11
H: 0.693 0.659 3.418  0.08
H: 1.098 3.058 2.902  0.12
H: 2.714 2.943 3.605  0.12
H: -0.912 1.546 -0.466  0.16
H: 1.783 2.388 -2.931  0.11
H: 1.301 2.977 -5.276  0.12
H: -2.827 2.095 -4.669  0.12
H: -2.348 1.490 -2.314  0.12
H: 2.114 0.230 -1.790  0.13
H: 1.747 -1.445 -1.392  0.13
H: -1.131 -1.191 -3.259  0.12
H: -1.034 -1.440 -5.840  0.11
H: 1.393 -1.049 -6.755  0.06
H: -0.859 -2.860 -1.399  0.14
H: 0.540 -2.624 -0.302  0.13
H: -5.322 -2.624 1.328  0.13
H: -6.087 -1.854 3.569  0.11
H: -4.450 -1.185 5.274  0.11
H: -2.015 -1.280 4.780  0.12


Going through the records in order, we get electronic energy values of -238598.84516, -100562.48905, -68587.55700 eV.